Density functional theory data (ωB97M-V/def2-TZVPD) for a cluster of 6 separate species, C35H70BCl10N5O7P in total in a non-equilibrium geometry.

Results
electronic energy: -7144.20876 Ha
HOMO energy: -10.73 eV
net charge: +1
LUMO level: -2.171 eV

Geometry (Å):
C (5.021, -3.506, 2.349)
C (3.581, -3.087, 2.501)
O (2.656, -3.980, 1.813)
P (2.530, -3.833, 0.249)
O (3.436, -2.849, -0.371)
C (0.829, -3.359, -0.124)
C (0.528, -1.969, 0.440)
C (-0.703, -1.234, -0.118)
C (-0.349, 0.252, -0.109)
O (0.120, 0.586, 1.198)
C (0.355, 1.970, 1.289)
C (-0.729, 2.761, 1.669)
C (-0.642, 4.154, 1.731)
C (-1.844, 4.981, 2.104)
C (0.587, 4.713, 1.401)
C (1.675, 3.914, 1.041)
C (1.607, 2.514, 0.986)
C (2.840, 1.706, 0.583)
C (2.969, 0.333, 1.273)
C (4.131, 2.494, 0.907)
C (-1.139, -1.711, -1.492)
C (-0.073, -1.376, -2.556)
N (-0.277, -0.034, -3.094)
C (0.908, 0.476, -3.821)
O (-2.371, -1.214, -1.973)
C (-3.249, -0.512, -1.125)
C (-3.166, -0.771, 0.394)
C (-3.505, 0.492, 1.190)
C (-4.990, 0.587, 1.539)
N (-5.825, 0.627, 0.372)
N (-5.232, 1.889, 2.226)
N (-5.345, -0.490, 2.475)
N (-1.860, -1.388, 0.847)
B (-2.158, -2.870, 1.191)
O (-1.920, -3.315, 2.442)
O (-2.686, -3.689, 0.252)
O (2.674, -5.295, -0.345)
C (3.401, -5.443, -1.584)
C (2.674, -4.901, -2.787)
H (5.431, -3.151, 1.408)
H (5.609, -3.043, 3.136)
H (5.125, -4.586, 2.351)
H (3.306, -3.119, 3.551)
H (3.411, -2.073, 2.156)
H (0.725, -3.479, -1.194)
H (0.189, -4.105, 0.360)
H (0.481, -2.052, 1.525)
H (1.389, -1.339, 0.258)
H (0.431, 0.462, -0.834)
H (-1.192, 0.891, -0.372)
H (-1.676, 2.313, 1.926)
H (-2.098, 4.776, 3.141)
H (-2.681, 4.678, 1.481)
H (-1.630, 6.031, 1.950)
H (0.674, 5.789, 1.413)
H (2.581, 4.439, 0.792)
H (2.837, 1.613, -0.504)
H (2.236, 0.161, 2.052)
H (2.950, -0.455, 0.524)
H (3.947, 0.244, 1.737)
H (4.270, 3.341, 0.247)
H (4.987, 1.840, 0.940)
H (4.004, 2.908, 1.909)
H (-1.217, -2.795, -1.495)
H (0.920, -1.403, -2.112)
H (-0.116, -2.146, -3.330)
H (-1.023, -0.116, -3.770)
H (0.697, 0.585, -4.879)
H (1.194, 1.439, -3.406)
H (1.760, -0.193, -3.720)
H (-4.259, -0.730, -1.452)
H (-3.111, 0.557, -1.295)
H (-3.957, -1.470, 0.660)
H (-2.957, 0.527, 2.133)
H (-3.223, 1.373, 0.621)
H (-6.750, 0.929, 0.644)
H (-5.862, -0.272, -0.087)
H (-4.850, 1.791, 3.162)
H (-4.641, 2.598, 1.799)
H (-4.587, -0.617, 3.140)
H (-6.097, -0.107, 3.045)
H (-1.593, -0.956, 1.733)
H (-1.210, -2.864, 2.914)
H (-3.651, -3.752, 0.280)
H (3.505, -6.515, -1.719)
H (4.406, -5.044, -1.516)
H (2.553, -3.822, -2.749)
H (3.214, -5.144, -3.698)
H (1.684, -5.347, -2.874)
Cl (6.658, -0.384, -0.803)
C (8.150, 0.538, -1.143)
C (8.397, 1.606, -0.110)
Cl (7.184, 2.908, -0.205)
H (8.061, 0.961, -2.139)
H (8.973, -0.175, -1.139)
H (9.373, 2.061, -0.271)
H (8.369, 1.196, 0.896)
Cl (-5.948, -4.438, -0.407)
C (-6.241, -6.168, -0.764)
C (-5.254, -6.713, -1.763)
Cl (-5.486, -6.013, -3.382)
H (-7.264, -6.256, -1.119)
H (-6.151, -6.706, 0.178)
H (-5.390, -7.790, -1.854)
H (-4.229, -6.518, -1.457)
Cl (-7.625, -1.342, 5.350)
C (-6.901, -2.903, 4.887)
C (-5.666, -3.216, 5.692)
Cl (-4.331, -2.101, 5.295)
H (-6.679, -2.861, 3.822)
H (-7.653, -3.671, 5.057)
H (-5.323, -4.223, 5.464)
H (-5.849, -3.146, 6.761)
Cl (-2.402, 6.381, -1.541)
C (-1.157, 6.950, -2.689)
C (0.236, 6.668, -2.194)
Cl (0.653, 7.660, -0.771)
H (-1.315, 8.012, -2.854)
H (-1.324, 6.422, -3.626)
H (0.962, 6.904, -2.970)
H (0.356, 5.623, -1.918)
Cl (2.672, 6.179, -5.603)
C (4.042, 7.173, -5.036)
C (4.739, 6.549, -3.855)
Cl (3.706, 6.561, -2.402)
H (3.659, 8.160, -4.794)
H (4.738, 7.264, -5.867)
H (5.637, 7.116, -3.616)
H (5.022, 5.519, -4.056)